Entry 1:
DFT (wB97M-V/def2-TZVPD) results for C41H59BBaBrN10O3S as an isolated structure at a distorted geometry.

Each line ends with the Löwdin charge.
CARTESIAN COORDINATES (ANGSTROEM)
Ba -0.075 0.184 0.006  1.686
C 3.969 -3.137 -3.384  -0.031
C 2.809 -2.198 -3.361  -0.276
C 2.304 -1.438 -4.394  0.020
C 1.236 -0.727 -3.822  -0.263
N 1.096 -1.042 -2.541  0.075
N 2.063 -1.958 -2.265  0.018
B 2.142 -2.724 -0.941  -0.534
N 0.774 -3.375 -0.592  0.023
N -0.362 -2.674 -0.338  0.033
C -1.343 -3.549 -0.228  -0.274
C -0.856 -4.855 -0.426  0.005
C 0.491 -4.696 -0.659  -0.295
C 1.502 -5.756 -0.940  -0.025
C -2.771 -3.163 0.071  -0.534
C -3.678 -3.772 -1.006  -0.046
C -2.987 -1.653 0.097  -0.092
C -3.161 -3.736 1.439  -0.043
N 2.798 -1.862 0.180  0.023
N 2.716 -0.500 0.193  0.021
C 3.656 -0.072 1.024  -0.263
C 4.345 -1.158 1.587  0.024
C 3.763 -2.270 1.024  -0.285
C 4.044 -3.712 1.277  -0.015
C 3.938 1.406 1.204  -0.538
C 5.352 1.591 1.764  -0.065
C 3.857 2.098 -0.159  -0.063
C 2.952 2.049 2.175  -0.036
C 0.314 0.270 -4.492  -0.547
C -1.139 -0.138 -4.246  -0.065
C 0.594 1.664 -3.936  -0.107
C 0.572 0.281 -5.999  -0.071
H 4.473 -3.065 -4.349  0.075
H 4.694 -2.904 -2.604  0.082
H 3.661 -4.174 -3.239  0.068
H 2.668 -1.399 -5.405  0.098
H 2.889 -3.644 -1.114  0.099
H -1.399 -5.785 -0.400  0.107
H 1.025 -6.735 -0.886  0.077
H 1.938 -5.645 -1.932  0.074
H 2.323 -5.740 -0.222  0.066
H -3.435 -3.380 -1.994  0.091
H -3.580 -4.858 -1.041  0.074
H -4.722 -3.532 -0.793  0.082
H -2.657 -1.172 -0.829  0.068
H -4.051 -1.438 0.199  0.096
H -2.500 -1.170 0.945  0.042
H -3.056 -4.822 1.457  0.078
H -2.526 -3.322 2.225  0.082
H -4.199 -3.488 1.670  0.083
H 5.148 -1.142 2.302  0.099
H 4.821 -3.815 2.035  0.078
H 3.147 -4.213 1.645  0.064
H 4.372 -4.235 0.378  0.071
H 6.098 1.155 1.098  0.086
H 5.567 2.656 1.870  0.082
H 5.462 1.132 2.748  0.075
H 4.561 1.652 -0.863  0.090
H 2.864 2.013 -0.599  0.034
H 4.082 3.162 -0.060  0.079
H 3.102 1.662 3.185  0.081
H 3.102 3.133 2.196  0.093
H 1.913 1.881 1.898  0.042
H -1.387 -0.134 -3.186  0.019
H -1.822 0.568 -4.722  0.083
H -1.322 -1.137 -4.645  0.085
H 0.447 1.704 -2.859  -0.017
H 1.626 1.953 -4.143  0.082
H -0.077 2.410 -4.367  0.085
H 0.401 -0.705 -6.436  0.082
H -0.105 0.987 -6.485  0.082
H 1.593 0.588 -6.230  0.078
Br 1.361 4.302 -1.811  0.781
C 0.562 4.589 -0.106  -0.723
C 0.290 5.904 0.251  -0.120
C -0.310 6.110 1.479  -0.060
C -0.600 5.011 2.274  -0.001
C -0.284 3.744 1.811  -0.175
N 0.296 3.535 0.621  0.085
C -0.627 2.536 2.687  -0.655
O -1.035 2.762 3.831  0.003
O -0.481 1.407 2.146  -0.340
H 0.538 6.714 -0.418  0.090
H -0.551 7.113 1.806  0.103
H -1.066 5.085 3.244  0.112
S -2.021 2.191 -1.613  0.445
C -3.198 1.978 -0.355  -0.813
C -4.444 2.634 -0.369  -0.124
C -5.291 2.508 0.709  -0.104
C -4.900 1.736 1.801  -0.093
C -3.678 1.097 1.719  -0.175
N -2.863 1.188 0.673  -0.073
H -4.701 3.244 -1.224  0.086
H -6.246 3.021 0.710  0.093
H -5.515 1.628 2.683  0.087
H -3.319 0.477 2.534  0.112
C 1.044 -0.055 4.516  -0.027
N 1.176 -1.497 4.612  -0.073
C 1.165 -2.013 5.964  -0.175
C 1.735 -3.413 6.011  -0.163
C 0.972 -4.270 5.029  -0.185
N 0.965 -3.651 3.725  -0.082
C 0.537 -4.501 2.638  -0.048
C 0.922 -2.282 3.524  -0.456
O 0.714 -1.879 2.385  0.005
H 1.823 0.406 5.129  0.091
H 0.071 0.306 4.849  0.097
H 1.168 0.257 3.491  0.051
H 0.147 -1.991 6.380  0.130
H 1.765 -1.336 6.579  0.119
H 1.660 -3.825 7.019  0.112
H 2.790 -3.386 5.731  0.121
H -0.056 -4.439 5.386  0.126
H 1.435 -5.259 4.936  0.119
H 1.226 -5.344 2.525  0.089
H 0.514 -3.921 1.718  0.058
H -0.467 -4.907 2.812  0.092

As for the net charge: -1. The multiplicity is 1.

***

Entry 2:
DFT (wB97M-V/def2-TZVPD) results for C43H56O3PSc as an isolated structure at a distorted geometry.

Each line ends with the Löwdin charge.
CARTESIAN COORDINATES (ANGSTROEM)
Sc -0.699 0.515 -0.360  1.057
C 1.317 1.516 -5.209  -0.050
C 2.279 0.801 -4.259  -0.367
C 3.732 1.208 -4.553  -0.032
C 1.970 1.027 -2.800  -0.150
C 2.478 0.178 -1.820  0.024
C 2.220 0.346 -0.467  -0.140
C 2.914 -0.605 0.504  -0.342
C 2.661 -2.093 0.205  -0.033
C 4.429 -0.344 0.479  -0.022
C 1.458 1.478 -0.020  -0.193
C 1.019 2.413 -1.012  -0.164
C 1.232 2.120 -2.362  0.043
C 0.378 3.789 -0.800  -0.329
C -1.137 3.652 -1.015  -0.035
C 0.744 4.562 0.465  -0.034
C 1.557 1.816 1.461  -0.211
C 2.795 2.372 1.797  -0.040
C 3.147 2.662 3.101  -0.016
C 2.258 2.373 4.123  -0.025
C 1.017 1.848 3.816  -0.075
C 0.625 1.584 2.499  -0.291
P -1.089 0.971 2.201  1.147
C -2.360 2.147 2.992  -0.654
C -2.021 2.600 4.410  -0.070
C -3.711 1.421 2.951  -0.080
C -2.474 3.393 2.107  -0.089
C -1.188 -0.744 3.017  -0.651
C 0.136 -1.440 2.682  -0.081
C -1.385 -0.762 4.531  -0.060
C -2.336 -1.507 2.337  -0.082
H 1.471 1.155 -6.225  0.095
H 1.496 2.592 -5.219  0.089
H 0.274 1.328 -4.945  0.088
H 2.199 -0.272 -4.448  0.115
H 3.866 2.281 -4.406  0.094
H 3.971 0.972 -5.589  0.094
H 4.440 0.680 -3.913  0.082
H 3.132 -0.631 -2.128  0.139
H 2.557 -0.401 1.514  0.118
H 2.781 -2.332 -0.853  0.087
H 1.675 -2.419 0.543  0.052
H 3.385 -2.694 0.753  0.102
H 4.855 -0.595 -0.493  0.093
H 4.916 -0.962 1.233  0.097
H 4.663 0.695 0.702  0.075
H 0.895 2.846 -3.090  0.133
H 0.750 4.405 -1.620  0.145
H -1.555 2.825 -0.424  0.025
H -1.372 3.454 -2.061  0.101
H -1.658 4.562 -0.720  0.106
H 0.425 4.075 1.379  0.053
H 0.284 5.549 0.420  0.102
H 1.823 4.706 0.521  0.094
H 3.488 2.590 0.993  0.133
H 4.113 3.100 3.315  0.126
H 2.525 2.564 5.154  0.124
H 0.332 1.636 4.623  0.087
H -1.840 1.780 5.100  0.068
H -2.880 3.157 4.792  0.107
H -1.168 3.278 4.418  0.086
H -3.801 0.653 3.717  0.074
H -3.899 0.976 1.971  0.085
H -4.500 2.152 3.134  0.106
H -1.513 3.876 1.949  0.063
H -3.120 4.115 2.611  0.107
H -2.939 3.157 1.150  0.077
H 0.975 -0.988 3.210  0.091
H 0.338 -1.402 1.607  0.037
H 0.079 -2.490 2.974  0.112
H -0.560 -0.283 5.058  0.081
H -1.413 -1.804 4.857  0.106
H -2.323 -0.307 4.838  0.072
H -2.305 -1.418 1.247  0.051
H -3.313 -1.170 2.677  0.079
H -2.256 -2.569 2.576  0.098
O -0.376 -1.491 -0.786  -0.101
C -1.396 -2.096 -1.732  -0.224
C -2.175 -0.881 -2.319  -0.485
O -2.914 -1.014 -3.239  0.207
O -1.911 0.260 -1.682  -0.077
C -2.281 -3.010 -0.909  -0.194
C -3.655 -2.838 -0.813  -0.007
C -4.405 -3.690 -0.012  -0.041
C -3.791 -4.710 0.696  -0.054
C -2.416 -4.890 0.597  -0.053
C -1.667 -4.048 -0.205  -0.035
C -0.660 -2.843 -2.835  -0.146
C -1.139 -4.053 -3.326  0.007
C -0.410 -4.751 -4.276  -0.033
C 0.796 -4.256 -4.745  -0.047
C 1.262 -3.033 -4.284  -0.053
C 0.532 -2.327 -3.342  -0.024
H 0.314 -2.167 -0.727  0.091
H -4.150 -2.062 -1.384  0.124
H -5.478 -3.560 0.044  0.119
H -4.381 -5.380 1.307  0.117
H -1.931 -5.701 1.124  0.117
H -0.601 -4.230 -0.308  0.128
H -2.084 -4.442 -2.971  0.132
H -0.785 -5.697 -4.645  0.121
H 1.372 -4.810 -5.474  0.118
H 2.192 -2.632 -4.668  0.108
H 0.875 -1.366 -2.995  0.083

As for the net charge: +2. The multiplicity is 1.

***

What did we get for HOMO? Answer: -4.179 -14.160 eV, in the order shown.
What did we get for relative energy (zero: lowest compared OMol25 entry of this formula, charge and spin)? Answer: 16.7 26.8 kcal per mole, in the order shown.
What did we get for frontier orbital gap? Answer: 6.4 8.0 eV, in the order shown.